No. 1
The following is a quantum chemistry calculation of a cluster of 7 separate species, H14O7 in total, from the Open Molecules 2025 dataset.

Maximum force = 0.62 eV/A
Energy relative to the best compared isomer or geometry (same formula, charge and spin) = 2.396 eV
Spin multiplicity = 1
Structure (SMILES) = O.O.O.O.O.O.O
DFT total energy = -14559.0658 eV
HOMO-LUMO gap = 11.57 eV

Atoms and positions in Å:
1 O 0.6288 -0.9429 -0.5945
2 H 1.3564 -0.5399 -1.0815
3 H -0.1347 -0.4006 -0.8224
4 O 2.0471 -3.2433 1.0306
5 H 2.2733 -3.9726 0.4424
6 H 2.8481 -2.7079 1.0590
7 O -1.5125 -0.4200 3.0294
8 H -1.1807 -0.9564 3.7583
9 H -1.6253 0.4560 3.4152
10 O -0.6783 3.3569 0.9251
11 H -0.5951 2.4080 1.0720
12 H -0.0294 3.7446 1.5231
13 O 3.8244 1.4028 -1.5028
14 H 3.4680 0.6413 -1.0315
15 H 4.2367 1.0217 -2.2862
16 O -3.6506 -1.8853 -2.3336
17 H -3.0239 -2.4122 -1.8250
18 H -3.2454 -1.0117 -2.3723
19 O -1.3756 1.6888 -1.0316
20 H -1.8823 2.5034 -1.1254
21 H -1.7490 1.2694 -0.2482

=====

No. 2
The following is a quantum chemistry calculation of a cluster of 7 separate species, H14O7 in total, from the Open Molecules 2025 dataset.

Maximum force = 3.32 eV/A
Energy relative to the best compared isomer or geometry (same formula, charge and spin) = 1.835 eV
Spin multiplicity = 1
Structure (SMILES) = O.O.O.O.O.O.O
DFT total energy = -14559.6265 eV
HOMO-LUMO gap = 9.89 eV

Atoms and positions in Å:
1 O 0.4018 -0.7554 0.7847
2 H 0.9008 -0.9284 -0.0173
3 H 0.9428 -0.1444 1.3047
4 O 1.2818 -0.6134 -1.8493
5 H 1.6028 -0.5074 -2.7583
6 H 0.3838 -0.2304 -1.8303
7 O 0.2918 -3.3224 -2.8843
8 H 0.7038 -2.6344 -2.3513
9 H -0.4522 -3.7514 -2.4853
10 O 1.4968 1.3386 2.1577
11 H 0.8028 1.7136 2.6897
12 H 2.2798 1.5616 2.6727
13 O -2.3152 1.1886 0.5337
14 H -2.1562 1.8236 1.2067
15 H -1.5402 1.2086 0.0027
16 O 0.5318 2.6186 -0.1373
17 H 0.7368 3.3996 0.3187
18 H 0.6868 1.9396 0.5307
19 O -2.5832 -1.5114 0.6637
20 H -1.6322 -1.7824 0.8317
21 H -2.3652 -0.6104 0.6167

=====

No. 3
The following is a quantum chemistry calculation of a cluster of 7 separate species, H14O7 in total, from the Open Molecules 2025 dataset.

Maximum force = 8.95 eV/A
Energy relative to the best compared isomer or geometry (same formula, charge and spin) = 6.072 eV
Spin multiplicity = 1
Structure (SMILES) = O.O.O.O.O.O.O
DFT total energy = -14555.3897 eV
HOMO-LUMO gap = 8.00 eV

Atoms and positions in Å:
1 O 0.0980 1.1061 -0.6598
2 H 0.4751 1.7656 -0.1275
3 H 0.8030 0.5361 -0.9935
4 O 2.4594 3.7152 -1.0233
5 H 2.9852 3.6222 -0.1664
6 H 1.8145 3.0379 -1.1052
7 O -3.0337 0.6843 -0.6903
8 H -3.4403 0.0907 -1.3359
9 H -2.0981 0.4599 -0.6990
10 O 0.2690 1.3963 2.6480
11 H -0.0320 1.3835 3.4807
12 H -0.0966 0.6381 2.1498
13 O 3.1601 -2.9347 -0.0526
14 H 3.6878 -2.4583 -0.6857
15 H 3.8826 -3.5494 0.3681
16 O 0.5406 -2.8979 -0.2622
17 H 1.1556 -2.1532 -0.1223
18 H -0.2508 -2.4354 -0.5065
19 O -3.6333 -0.8710 0.0537
20 H -3.2741 -1.4642 -0.5575
21 H -4.4929 -1.0601 0.1938

=====

No. 4
The following is a quantum chemistry calculation of a structure of composition H14O7Pt, from the Open Molecules 2025 dataset.

Maximum force = 1.21 eV/A
Energy relative to the best compared isomer or geometry (same formula, charge and spin) = 0.168 eV
Spin multiplicity = 4
DFT total energy = -17771.1006 eV
HOMO-LUMO gap (spin up / spin down) = 12.43 / 8.48 eV
Total charge = +3

Atoms and positions in Å:
1 Pt 0.0819 0.0276 -0.0068
2 O -1.2242 0.3947 1.7963
3 H -2.0277 0.8001 2.1224
4 H -1.0342 -0.3013 2.4254
5 O 1.9934 0.8782 0.8787
6 H 1.7605 1.4740 1.5908
7 H 2.7951 0.4489 1.1776
8 O 1.4539 -0.4064 -1.6360
9 H 2.3951 -0.2329 -1.6236
10 H 1.2774 -0.7095 -2.5266
11 O -0.3423 2.2238 -0.1699
12 H 0.0055 3.0234 0.2249
13 H -0.7845 2.5214 -0.9650
14 O -1.2573 -1.7379 -0.3610
15 H -1.0121 -2.1979 -1.1638
16 H -1.9581 -2.2699 0.0160
17 O -1.1725 0.5587 -1.8733
18 H -1.8119 1.2684 -1.8121
19 H -1.3945 0.1051 -2.6864
20 O 0.6754 -1.5921 1.4119
21 H 0.0593 -2.2371 1.7589
22 H 1.5218 -2.0390 1.4218